Computed, not measured: a structure of composition C12H21N3O2S6Tc at a distorted geometry, with the ωB97M-V functional and the def2-TZVPD basis.

Each line ends with the Mulliken spin population.
Geometry (Å):
Tc1 -1.293 -0.532 -0.987  1.023
S1 0.153 -1.766 -2.146  -0.070
S2 0.785 1.575 -1.936  -0.010
S3 5.653 -1.189 -0.145  0.006
S4 -1.070 -1.049 1.193  -0.037
S5 2.990 -2.120 -1.151  0.000
S6 3.532 0.735 -1.047  -0.001
O1 -3.640 2.460 -1.982  -0.001
O2 -2.004 0.998 -1.764  0.049
N1 1.409 -1.527 1.867  0.000
N2 0.951 0.720 1.689  0.002
N3 -2.927 -1.780 -1.456  -0.024
C1 -3.324 1.318 -2.016  0.006
C2 0.586 -0.539 1.590  0.008
C3 1.674 -1.028 -1.673  0.025
C4 2.786 -1.206 3.914  0.000
C5 1.930 0.267 -1.635  -0.006
C6 -0.120 2.666 2.751  0.000
C7 -4.240 0.134 -2.349  0.012
C8 0.132 1.912 1.454  0.004
C9 -4.185 -1.000 -1.336  0.002
C10 0.210 1.292 -3.626  0.000
C11 2.767 -1.386 2.401  0.001
C12 4.164 -0.880 -0.733  -0.002
H1 -3.969 -0.232 -3.345  -0.001
H2 -0.803 1.591 0.998  0.001
H3 -2.840 -2.152 -2.407  0.004
H4 -4.231 -0.610 -0.313  -0.001
H5 -0.719 3.551 2.548  0.000
H6 2.316 -0.274 4.223  0.000
H7 0.814 2.998 3.206  0.000
H8 -0.415 0.413 -3.715  0.001
H9 1.063 1.245 -4.298  -0.001
H10 3.814 -1.198 4.266  0.000
H11 1.868 0.902 2.084  0.000
H12 -5.259 0.515 -2.407  0.001
H13 -0.657 2.046 3.468  0.000
H14 3.253 -0.553 1.884  0.000
H15 -2.983 -2.600 -0.845  0.006
H16 -0.374 2.185 -3.845  0.000
H17 2.268 -2.027 4.405  0.000
H18 -5.036 -1.671 -1.470  0.002
H19 0.999 -2.453 1.852  0.000
H20 0.662 2.532 0.729  -0.001
H21 3.308 -2.284 2.104  0.000

For the HOMO-LUMO gap (alpha / beta), the calculation gives 0.2073 / 0.1943 Ha. As for the molar mass: 529.721 g/mol. The charge is +2. As for the spin multiplicity: 2. The value obtained for the energy is -3253.9876 hartree. For the relative energy (zero: lowest compared OMol25 entry of this formula, charge and spin), the calculation gives 0.000 eV.

=====

Computed, not measured: the molecule C12H21N3O5 at a distorted geometry, with the ωB97M-V functional and the def2-TZVPD basis.

Each line ends with the Mulliken charge.
Geometry (Å):
O1 3.710 -1.547 0.239  -0.583
O2 -1.048 2.370 1.734  -0.602
O3 2.397 -2.341 -1.336  -0.430
O4 2.085 2.472 -2.234  -0.659
O5 -1.725 -0.130 -1.315  -0.740
N1 -0.564 0.136 2.131  -0.402
N2 0.355 0.066 -0.421  0.225
N3 -0.104 2.194 -2.684  -0.039
C1 1.101 1.767 -2.220  0.319
C2 -0.207 3.351 -3.483  -1.117
C3 1.216 0.357 -1.541  -0.054
C4 -0.394 1.519 2.382  0.702
C5 0.882 1.910 3.170  -1.167
C6 2.944 -1.357 -0.652  0.235
C7 -1.901 -1.884 1.463  0.086
C8 -0.938 -3.016 1.237  -1.461
C9 -0.982 -0.162 -0.337  0.167
C10 -1.516 -0.417 1.110  0.099
C11 -3.115 -2.352 0.560  -1.509
C12 2.640 0.102 -1.072  -0.539
H1 -1.332 -4.032 1.526  0.425
H2 1.859 1.716 2.660  0.255
H3 -1.094 3.894 -3.322  0.442
H4 -0.139 -2.892 1.983  0.359
H5 3.228 0.183 -1.951  0.550
H6 2.518 -3.117 -0.781  0.347
H7 -2.827 -2.779 -0.378  0.349
H8 -0.856 1.615 -2.405  0.183
H9 -0.500 -3.114 0.246  0.304
H10 2.790 0.794 -0.235  0.324
H11 0.417 4.113 -3.013  0.353
H12 -0.127 3.169 -4.562  0.291
H13 -2.262 -1.952 2.446  0.509
H14 0.924 -0.397 -2.371  0.307
H15 -3.742 -1.439 0.451  0.308
H16 -0.077 -0.406 2.757  0.198
H17 1.015 1.348 4.098  0.387
H18 0.752 0.384 0.468  0.163
H19 -2.436 0.060 1.094  0.545
H20 -3.690 -3.101 1.035  0.521
H21 0.742 2.920 3.524  0.349

For the HOMO-LUMO gap, the calculation gives 0.3619 Ha. As for the molar mass: 287.316 g/mol. As for the spin multiplicity: 1. The value obtained for the energy is -1010.3442 hartree. For the relative energy (zero: lowest compared OMol25 entry of this formula, charge and spin), the calculation gives 0.000 eV.

=====

Computed, not measured: a structure of composition C12H21NP at a distorted geometry, with the ωB97M-V functional and the def2-TZVPD basis.

Each line ends with the Mulliken charge.
Geometry (Å):
P1 0.451 1.307 -0.394  0.042
N1 1.756 -0.702 1.268  -0.337
C1 -1.123 1.934 -1.173  -0.538
C2 -1.140 -0.039 1.648  -0.293
C3 -2.283 2.268 -0.185  -1.479
C4 -0.834 -0.973 0.627  0.520
C5 -1.693 -2.031 0.208  -0.535
C6 0.434 -0.615 -0.199  -0.254
C7 -2.917 -2.200 0.887  -0.735
C8 1.775 -1.948 1.930  -0.982
C9 1.461 1.351 -1.991  -0.450
C10 2.825 0.726 -1.924  -1.073
C11 -2.387 -0.155 2.258  -0.944
C12 -3.226 -1.222 1.851  -0.263
H1 -2.763 3.019 -0.848  0.434
H2 0.799 -2.375 2.005  0.351
H3 -0.519 0.858 1.741  0.382
H4 -2.792 0.677 2.735  0.486
H5 2.438 -2.561 1.388  0.376
H6 -0.780 3.017 -1.334  0.340
H7 3.590 1.379 -1.596  0.338
H8 2.615 -0.423 0.874  0.338
H9 2.830 -0.100 -1.240  0.161
H10 0.691 -1.275 -1.036  0.683
H11 2.348 -1.846 2.846  0.402
H12 1.354 -0.034 1.941  0.385
H13 -4.266 -1.204 2.224  0.317
H14 -1.549 1.543 -2.025  0.536
H15 -2.953 1.549 0.172  0.384
H16 1.014 0.748 -2.751  0.361
H17 -1.275 -2.616 -0.579  0.443
H18 1.509 2.413 -2.402  0.416
H19 3.145 0.284 -2.913  0.314
H20 -1.965 2.917 0.585  0.423
H21 -3.706 -2.893 0.721  0.450

For the HOMO-LUMO gap, the calculation gives 0.3192 Ha. As for the molar mass: 210.281 g/mol. The charge is +1. As for the spin multiplicity: 1. The value obtained for the energy is -865.6049 hartree. For the relative energy (zero: lowest compared OMol25 entry of this formula, charge and spin), the calculation gives 2.561 eV.

=====

Computed, not measured: a structure of composition C12H22AsBCdN5SSe, with the ωB97M-V functional and the def2-TZVPD basis.

Each line ends with the Mulliken charge.
Geometry (Å):
Cd1 0.734 1.126 -0.838  1.223
Se1 -0.662 1.800 -2.678  -1.010
As1 -3.479 0.306 -0.481  0.605
S1 -2.117 -1.255 -0.296  -0.502
N1 0.663 0.767 1.456  -0.388
N2 2.862 1.893 -0.334  -1.167
N3 3.525 1.063 0.492  0.734
N4 1.694 0.927 2.304  0.347
N5 1.722 -1.019 -1.524  -0.557
C1 3.539 1.908 -1.487  -0.121
C2 4.665 1.090 -1.404  -0.610
C3 1.202 -4.383 -1.933  -1.238
C4 -3.146 2.164 -0.052  -0.896
C5 1.256 -2.025 -1.226  0.239
C6 -0.137 0.892 3.545  -1.052
C7 1.241 1.009 3.561  -0.335
C8 -4.959 -0.131 0.725  -1.126
C9 -0.446 0.742 2.196  -0.188
C10 -4.273 0.344 -2.242  -0.952
C11 4.608 0.570 -0.123  -0.437
C12 0.750 -3.346 -0.900  0.035
B1 3.225 0.892 1.996  0.133
H1 0.848 -5.373 -1.646  0.350
H2 1.920 1.142 4.387  0.407
H3 -0.811 0.911 4.384  0.374
H4 -5.361 -1.104 0.447  0.318
H5 3.654 -0.189 2.334  -0.145
H6 -3.504 0.742 -2.906  0.227
H7 -2.818 2.641 -0.974  0.247
H8 -0.338 -3.277 -0.868  0.073
H9 -1.409 0.588 1.747  0.315
H10 3.193 2.515 -2.309  0.482
H11 -5.153 0.988 -2.257  0.360
H12 1.100 -3.606 0.100  0.235
H13 2.288 -4.411 -2.007  0.324
H14 0.798 -4.137 -2.913  0.337
H15 -4.534 -0.668 -2.544  0.320
H16 3.733 1.804 2.610  -0.158
H17 -4.569 -0.204 1.740  0.367
H18 5.404 0.892 -2.161  0.390
H19 -2.356 2.281 0.683  0.252
H20 5.272 -0.098 0.400  0.426
H21 -4.079 2.607 0.308  0.381
H22 -5.746 0.623 0.688  0.380

For the HOMO-LUMO gap, the calculation gives 0.2059 Ha. As for the molar mass: 545.516 g/mol. The charge is -1. As for the spin multiplicity: 1. The value obtained for the energy is -5972.3215 hartree.

=====

Computed, not measured: a structure of composition C12H22BBr2MnN5O19 at a distorted geometry, with the ωB97M-V functional and the def2-TZVPD basis.

Each line ends with the Mulliken spin population.
Geometry (Å):
Br1 4.811 -1.303 0.987  0.000
Br2 3.526 -4.641 -2.036  0.000
Mn1 0.861 0.335 -3.125  4.886
O1 -4.949 -2.714 -1.995  0.000
O2 -6.729 -3.303 -0.741  0.000
O3 -5.024 -0.427 -1.607  0.000
O4 0.853 0.142 -1.158  0.028
O5 -0.711 1.775 4.234  0.000
O6 -4.381 -1.191 -3.824  0.001
O7 3.928 3.074 -0.262  0.000
O8 -6.886 -0.306 -0.413  0.000
O9 0.580 2.974 3.002  0.000
O10 -0.906 -3.997 -1.652  0.000
O11 0.250 5.873 1.031  0.000
O12 -0.989 -0.885 -3.156  0.016
O13 0.720 -4.432 -0.287  0.000
O14 -1.651 0.509 1.653  0.000
O15 -2.330 -1.507 1.429  0.000
O16 4.741 1.842 1.288  0.000
O17 1.237 5.238 -0.747  0.000
O18 -2.874 -0.458 -5.327  0.000
O19 -2.849 -1.465 -2.053  0.008
N1 -0.266 -3.818 -0.648  -0.001
N2 4.097 2.793 0.902  0.001
N3 0.496 5.044 0.190  0.000
N4 0.314 1.972 3.642  0.000
N5 -2.054 -0.416 0.975  -0.001
C1 1.288 0.521 0.107  0.022
C2 3.531 3.709 1.947  0.000
C3 1.371 0.929 3.776  0.000
C4 -2.197 -1.037 -3.069  -0.004
C5 3.867 -2.471 -0.283  -0.004
C6 -6.001 -2.498 -1.227  0.000
C7 -0.699 -2.695 0.252  0.001
C8 -0.226 3.758 0.270  0.000
C9 4.717 -3.525 -0.950  0.000
C10 -3.183 -0.837 -4.235  -0.002
C11 -6.088 -0.955 -0.996  0.000
C12 -2.186 -0.246 -0.475  0.000
B1 -4.307 -1.455 -2.363  -0.002
H1 -0.465 -1.746 -0.223  0.007
H2 2.997 -2.904 0.200  0.000
H3 5.024 -4.286 -0.241  0.000
H4 1.885 -0.236 0.621  0.014
H5 3.578 -1.719 -1.013  0.004
H6 0.403 0.712 0.728  0.012
H7 -1.170 -0.085 -0.850  0.012
H8 1.882 1.439 0.194  -0.006
H9 -1.770 -2.799 0.402  0.000
H10 0.043 3.163 -0.597  0.007
H11 0.100 3.280 1.192  0.000
H12 -2.796 0.634 -0.651  0.001
H13 5.525 -3.052 -1.498  0.000
H14 -2.510 -1.170 -0.936  0.001
H15 2.102 1.265 4.511  0.000
H16 4.286 4.191 2.559  0.000
H17 0.881 0.033 4.137  0.000
H18 -0.181 -2.822 1.197  0.000
H19 -1.291 3.956 0.328  0.000
H20 3.045 2.949 2.553  0.000
H21 1.881 0.862 2.820  -0.002
H22 2.850 4.428 1.512  0.000

For the HOMO-LUMO gap (alpha / beta), the calculation gives 0.2190 / 0.2188 Ha. As for the molar mass: 765.882 g/mol. As for the spin multiplicity: 6. The value obtained for the energy is -8497.2014 hartree.